Record 1
Below is C25H17ClNO4PW as an isolated structure, with properties calculated with the ωB97M-V functional and the def2-TZVPD basis.

The geometry in XYZ format:
```
50
Properties=species:S:1:pos:R:3
W -2.19 1.26 -0.59
O -2.15 -3.86 1.49
C -1.98 -1.10 0.94
O -2.63 -0.77 -0.05
C -2.04 -0.18 2.11
C -1.87 -0.45 3.46
C -1.88 0.61 4.36
C -1.97 1.91 3.87
C -2.09 2.08 2.49
N -2.17 1.06 1.62
C -2.09 3.45 1.98
O -2.11 4.57 2.00
O -1.86 2.85 -0.13
H -1.76 -1.47 3.82
H -1.80 0.44 5.42
H -1.94 2.77 4.53
Cl -2.15 1.12 -2.99
C -0.44 0.84 -3.51
C -0.18 1.03 -4.84
C 1.15 0.88 -5.26
C 2.15 0.55 -4.35
C 1.84 0.35 -3.01
C 0.52 0.49 -2.56
P 0.07 0.27 -0.85
C 1.33 0.83 0.28
C 2.17 -0.06 0.95
C 3.19 0.44 1.75
C 3.39 1.81 1.85
C 2.56 2.70 1.17
C 1.53 2.22 0.38
C -0.13 -1.57 -0.57
C 0.34 -2.45 -1.46
C 0.10 -3.88 -1.30
C -0.71 -4.41 -0.34
C -1.29 -3.54 0.58
C -0.86 -2.10 0.67
H -0.95 1.32 -5.55
H 1.39 1.03 -6.30
H 3.17 0.45 -4.69
H 2.63 0.12 -2.30
H 2.07 -1.13 0.83
H 3.85 -0.25 2.26
H 4.20 2.19 2.46
H 2.74 3.76 1.23
H 0.91 2.91 -0.18
H 0.88 -2.13 -2.33
H 0.54 -4.55 -2.03
H -0.93 -5.48 -0.31
H -2.39 -4.81 1.52
H -0.15 -2.10 1.51
```

Calculated values
Total charge: +4
LUMO energy: -14.66 eV
Largest force on an atom: 1.0 eV/Å
ΔE to the lowest compared entry with this formula, charge and spin: 8.25 kJ/mol

=====

Record 2
Below is C25H18AlAsNO4S as an isolated structure, with properties calculated with the ωB97M-V functional and the def2-TZVPD basis.

The geometry in XYZ format:
```
51
Properties=species:S:1:pos:R:3
Al -0.15 0.02 -0.22
O 1.69 -0.09 -0.48
C 2.54 0.84 -0.40
C 2.27 2.18 -0.10
C 3.34 3.10 -0.04
C 3.06 4.40 0.25
C 1.75 4.83 0.50
C 0.70 3.95 0.46
C 0.94 2.60 0.16
O -0.06 1.76 0.11
N 4.16 5.38 0.31
O 5.28 4.97 0.08
O 3.86 6.52 0.58
H 3.58 0.54 -0.58
H 4.36 2.80 -0.23
H 1.59 5.88 0.73
H -0.32 4.27 0.65
S -2.31 -0.02 -0.48
C -2.88 -1.70 -0.39
C -4.26 -1.89 -0.44
C -4.79 -3.17 -0.38
C -3.96 -4.28 -0.27
C -2.59 -4.10 -0.22
C -2.05 -2.82 -0.28
As -0.17 -2.51 -0.25
C 0.26 -2.46 -2.15
C -0.74 -2.49 -3.11
C -0.40 -2.43 -4.46
C 0.93 -2.35 -4.84
C 1.93 -2.32 -3.87
C 1.60 -2.36 -2.53
C 0.61 -4.11 0.43
C 1.21 -5.03 -0.41
C 1.70 -6.22 0.12
C 1.58 -6.48 1.48
C 0.98 -5.55 2.32
C 0.49 -4.36 1.80
H -4.91 -1.03 -0.53
H -5.87 -3.30 -0.42
H -4.38 -5.27 -0.23
H -1.94 -4.96 -0.13
H -1.78 -2.57 -2.82
H -1.18 -2.46 -5.21
H 1.19 -2.31 -5.89
H 2.97 -2.26 -4.17
H 2.38 -2.34 -1.78
H 1.30 -4.84 -1.47
H 2.17 -6.95 -0.53
H 1.96 -7.41 1.88
H 0.89 -5.76 3.38
H 0.02 -3.64 2.46
```

Calculated values
Total charge: +1
LUMO energy: -4.46 eV
Largest force on an atom: 0.4 eV/Å
ΔE to the lowest compared entry with this formula, charge and spin: 0.00 kJ/mol

=====

Record 3
Below is C25H18AsClN4PdS as an isolated structure, with properties calculated with the ωB97M-V functional and the def2-TZVPD basis.

The geometry in XYZ format:
```
51
Properties=species:S:1:pos:R:3
Pd 0.11 0.27 0.78
S 2.53 0.20 0.61
C 3.13 1.74 0.18
C 4.52 1.85 -0.05
C 5.07 3.07 -0.39
C 4.26 4.19 -0.51
C 2.88 4.11 -0.28
C 2.32 2.90 0.07
As 0.44 2.72 0.36
C -0.43 4.38 -0.02
C -0.86 5.21 1.01
C -1.45 6.42 0.70
C -1.63 6.78 -0.63
C -1.20 5.95 -1.66
C -0.61 4.73 -1.36
C 0.23 2.30 2.23
C 1.32 2.19 3.11
C 1.11 1.97 4.45
C -0.19 1.85 4.94
C -1.28 1.96 4.09
C -1.08 2.18 2.74
H 5.14 0.97 0.04
H 6.14 3.15 -0.58
H 4.70 5.15 -0.78
H 2.27 4.99 -0.37
H -0.71 4.93 2.05
H -1.78 7.07 1.49
H -2.09 7.73 -0.87
H -1.34 6.24 -2.69
H -0.28 4.07 -2.16
H 2.33 2.31 2.74
H 1.95 1.91 5.13
H -0.35 1.67 6.00
H -2.29 1.87 4.48
H -1.93 2.30 2.08
N -2.17 0.32 0.38
C -3.30 0.21 0.16
N -4.57 -0.04 -0.05
C -5.38 0.95 -0.23
N -6.14 1.83 -0.35
Cl 1.93 -4.24 -2.41
C 0.84 -3.66 -1.22
C -0.07 -4.51 -0.61
C -0.93 -3.98 0.34
C -0.86 -2.63 0.63
N 0.02 -1.82 0.04
C 0.86 -2.32 -0.87
H -0.10 -5.56 -0.87
H -1.66 -4.61 0.84
H -1.52 -2.19 1.36
H 1.56 -1.65 -1.35
```

Calculated values
<S²>: 6.07
Total charge: +2
LUMO energy (spin up / spin down): -5.26 / -9.43 eV
Largest force on an atom: 0.3 eV/Å
Multiplicity: 5
ΔE to the lowest compared entry with this formula, charge and spin: 8.28 kJ/mol